No. 1
{"formula": "C24H26NO2STa", "method": "the ωB97M-V functional and the def2-TZVPD basis", "species": ["Ta", "C", "C", "C", "C", "C", "C", "C", "H", "H", "H", "H", "H", "H", "H", "H", "C", "O", "C", "C", "O", "C", "H", "H", "H", "H", "H", "H", "H", "H", "H", "H", "S", "C", "C", "C", "C", "C", "C", "N", "C", "C", "C", "C", "C", "C", "C", "H", "H", "H", "H", "H", "H", "H", "H"], "positions_angstrom": [[0.0880, -0.5118, -0.4872], [1.2218, 2.6634, -1.8740], [1.6460, 1.2456, -1.6550], [1.3016, 0.2174, -2.5690], [1.8449, -1.0708, -2.4394], [2.5820, -1.4244, -1.3028], [2.8450, -0.4500, -0.3401], [2.4039, 0.8685, -0.5270], [0.2988, 2.7324, -2.4488], [2.0088, 3.1545, -2.4583], [1.1244, 3.2076, -0.9352], [0.6865, 0.4865, -3.4220], [1.6354, -1.8128, -3.1999], [2.9749, -2.4291, -1.1912], [3.4263, -0.6987, 0.5407], [2.6592, 1.6196, 0.2114], [-1.1323, -1.5061, 2.3860], [-0.5634, -1.8355, 1.0319], [-1.1847, -3.1269, 0.6264], [-0.4417, -3.5499, -0.5894], [-0.4326, -2.3399, -1.4578], [-0.8046, -2.6804, -2.8638], [-1.0946, -2.4248, 2.9640], [-2.1580, -1.1763, 2.2346], [-0.5096, -0.7584, 2.8471], [-2.2376, -2.9241, 0.4273], [-1.0796, -3.8332, 1.4478], [-0.9144, -4.3693, -1.1267], [0.5995, -3.8006, -0.3821], [-0.1271, -3.4631, -3.1987], [-0.6988, -1.7834, -3.4657], [-1.8357, -3.0258, -2.8501], [-0.9016, 2.9965, 2.0904], [0.5096, 2.3157, 2.8423], [1.1757, 2.7953, 3.9659], [2.2366, 2.0413, 4.4398], [2.5949, 0.8343, 3.8261], [1.9256, 0.3622, 2.7068], [0.8865, 1.1348, 2.1957], [0.0685, 0.8475, 1.0827], [-0.9312, 1.7699, 0.9600], [-1.8731, 1.6004, -0.1511], [-2.9849, 2.3854, -0.3445], [-3.8502, 2.0922, -1.4074], [-3.6038, 1.0207, -2.2647], [-2.4854, 0.2312, -2.0816], [-1.5814, 0.4872, -1.0160], [0.8749, 3.7106, 4.4601], [2.7789, 2.3765, 5.3143], [3.3985, 0.2459, 4.2503], [2.1840, -0.6094, 2.2961], [-3.2151, 3.2180, 0.3109], [-4.7300, 2.7078, -1.5575], [-4.2909, 0.8144, -3.0758], [-2.3184, -0.5787, -2.7759]], "lowdin_charge": [2.060, 0.028, -0.281, -0.077, -0.050, -0.031, -0.041, -0.027, 0.108, 0.140, 0.103, 0.158, 0.142, 0.157, 0.142, 0.154, 0.071, -0.346, -0.075, -0.064, -0.390, 0.042, 0.126, 0.129, 0.083, 0.166, 0.166, 0.168, 0.154, 0.131, 0.093, 0.133, 1.337, -0.395, -0.001, 0.018, 0.012, -0.034, -0.323, -0.121, -0.510, -0.221, 0.042, 0.075, 0.021, -0.027, -0.230, 0.146, 0.147, 0.141, 0.109, 0.142, 0.156, 0.149, 0.095], "e_tot_ev": -43238.390, "charge": 4, "e_above_lowest_kj_mol": 0.0, "multiplicity": 1, "orbital_gap_ha": 0.2014}

No. 2
{"formula": "C20H43LuN2OP3", "method": "the ωB97M-V functional and the def2-TZVPD basis", "species": ["Lu", "P", "P", "P", "H", "C", "C", "H", "C", "C", "C", "C", "C", "C", "C", "C", "C", "H", "H", "H", "H", "H", "H", "H", "H", "H", "H", "H", "H", "H", "H", "H", "H", "H", "H", "H", "H", "H", "H", "H", "H", "H", "H", "H", "H", "H", "C", "C", "C", "C", "C", "C", "O", "H", "H", "H", "H", "H", "H", "C", "N", "C", "C", "N", "H", "H", "H", "H", "H", "H"], "positions_angstrom": [[-0.3764, -0.0581, -0.1307], [1.8220, 0.9450, 1.2248], [-1.1861, 2.1158, -1.5972], [1.5190, -0.5801, -2.0471], [-1.9675, -2.3460, -0.1109], [-0.8873, -2.4612, -0.2921], [0.0898, -2.3806, 0.6934], [-0.1293, -2.3121, 1.7693], [1.5714, 1.3804, 2.9926], [2.5100, 2.5407, 0.6229], [3.3304, -0.0839, 1.4046], [-2.5382, 1.6397, -2.7336], [-1.9352, 3.3218, -0.4267], [-0.0183, 3.1137, -2.5893], [2.4122, -2.1712, -1.9097], [2.8725, 0.5749, -2.4603], [0.6618, -0.7969, -3.6528], [-0.6863, -2.8731, -1.2761], [1.1067, -2.7216, 0.5326], [1.3087, 0.4811, 3.5649], [0.7681, 2.1213, 3.0973], [2.5032, 1.7985, 3.3924], [1.7186, 3.2983, 0.6247], [2.8900, 2.4366, -0.3974], [3.3209, 2.8804, 1.2770], [3.0539, -1.0253, 1.8935], [4.0720, 0.4291, 2.0276], [3.7688, -0.3105, 0.4275], [-3.0042, 2.4907, -3.2376], [-3.3212, 1.1163, -2.1704], [-2.1667, 0.9598, -3.5102], [-2.4333, 4.1573, -0.9384], [-1.1482, 3.7381, 0.2178], [-2.6729, 2.8134, 0.2107], [-0.4718, 4.0102, -3.0464], [0.4063, 2.5079, -3.4071], [0.8091, 3.4591, -1.9465], [2.8938, -2.3692, -2.8778], [1.7100, -2.9813, -1.6739], [3.1711, -2.1128, -1.1174], [3.3810, 0.2296, -3.3727], [3.6038, 0.6178, -1.6425], [2.4692, 1.5815, -2.6321], [1.3793, -1.1768, -4.3964], [0.2286, 0.1501, -4.0062], [-0.1526, -1.5275, -3.5401], [-2.4063, -0.9630, -6.3806], [-3.4853, -1.1884, -7.2662], [-3.7734, -2.5212, -7.6026], [-2.9814, -3.5842, -7.1562], [-1.7937, -3.2944, -6.4612], [-1.4429, -1.9654, -6.1960], [-2.2920, 0.0814, -5.4918], [-2.8713, 0.8337, -5.6961], [-4.0963, -0.3826, -7.6703], [-4.6507, -2.7734, -8.2091], [-3.2614, -4.6312, -7.3318], [-1.1395, -4.0903, -6.1066], [-0.4926, -1.7074, -5.7343], [-1.8473, 1.2753, 5.0855], [-1.8515, 0.0831, 4.2065], [-2.3868, -1.1497, 4.8258], [-1.6273, 0.1414, 2.9402], [-1.3951, 0.1670, 1.7773], [-2.8152, 1.3097, 5.5937], [-1.7052, 2.1717, 4.4829], [-1.0406, 1.1988, 5.8220], [-3.3100, -1.4632, 4.3143], [-1.6533, -1.9685, 4.7643], [-2.6056, -0.9261, 5.8760]], "lowdin_charge": [1.211, 0.709, 0.696, 0.684, 0.100, -0.113, -0.111, 0.086, -0.266, -0.241, -0.242, -0.252, -0.257, -0.246, -0.241, -0.243, -0.270, 0.082, 0.075, 0.049, 0.045, 0.071, 0.045, 0.026, 0.076, 0.053, 0.076, 0.028, 0.076, 0.058, 0.013, 0.075, 0.043, 0.045, 0.082, 0.041, 0.042, 0.076, 0.042, 0.052, 0.081, 0.038, 0.033, 0.077, 0.040, 0.044, -0.305, -0.008, -0.068, -0.082, -0.078, -0.048, -0.013, 0.115, 0.118, 0.120, 0.115, 0.104, 0.074, 0.020, -0.144, 0.022, -0.204, 0.009, 0.115, 0.100, 0.116, 0.115, 0.107, 0.113], "e_tot_ev": -87927.006, "charge": 3, "e_above_lowest_kj_mol": 0.0, "multiplicity": 1, "orbital_gap_ha": 0.1223}

No. 3
{"formula": "C6H7NSe", "method": "the ωB97M-V functional and the def2-TZVPD basis", "species": ["C", "C", "C", "C", "C", "C", "N", "Se", "H", "H", "H", "H", "H", "H", "H"], "positions_angstrom": [[1.1330, 1.8818, 0.0468], [0.9923, 0.4050, 0.0409], [0.1608, 2.8173, 0.0448], [-0.0546, -0.4371, -0.1773], [-1.8452, 1.4550, 0.0386], [-0.1440, -1.8877, 0.0577], [-1.1011, 2.4052, -0.0516], [-2.5961, -0.1501, -0.0103], [2.2106, 2.3536, 0.1133], [1.8798, -0.1635, 0.1016], [0.4786, 3.8030, 0.0084], [0.6987, -2.3200, 0.5574], [-0.9892, -2.2701, 0.5663], [-0.0575, -2.4007, -0.8778], [-3.9193, 0.3616, -0.2675]], "lowdin_charge": [-0.071, -0.144, -0.183, -0.262, -0.391, -0.195, 0.058, 0.934, 0.138, 0.064, 0.081, 0.065, 0.021, 0.074, -0.188], "e_tot_ev": -73165.067, "e_above_lowest_kj_mol": 388.5, "multiplicity": 1, "orbital_gap_ha": [0.2468, 0.2470]}

No. 4
{"formula": "C2H7N3OS", "method": "the ωB97M-V functional and the def2-TZVPD basis", "species": ["C", "C", "H", "H", "H", "H", "H", "H", "H", "N", "N", "N", "O", "S"], "positions_angstrom": [[1.2002, -1.2837, 0.4014], [-0.4231, 0.5234, -0.0510], [0.3964, -1.9855, 0.3413], [2.0655, -1.7531, -0.0326], [1.3528, -1.0779, 1.4691], [2.1373, 1.0789, -1.0134], [0.1934, 2.1103, 0.6990], [-1.2702, -0.9111, -1.1700], [-3.1999, 1.2235, -0.3719], [0.8336, -0.0708, -0.3087], [-0.6655, 1.6714, 0.3929], [-1.4271, -0.3585, -0.3045], [1.8674, 0.8877, -0.1257], [-3.0609, -0.0547, 0.0741]], "lowdin_charge": [-0.049, -0.603, 0.070, 0.082, 0.100, 0.095, 0.047, 0.105, -0.138, -0.170, 0.144, -0.399, -0.018, 0.735], "e_tot_ev": -19538.401, "e_above_lowest_kj_mol": 138.9, "multiplicity": 1, "smiles": "[H]/N=C(/NS)N(C)O", "orbital_gap_ha": 0.3568}